Formula: C33H43CuN5P2
Source: the OMol25 dataset
Level of theory: ωB97M-V/def2-TZVPD

The value obtained for the highest occupied orbital energy (spin up / spin down) is -0.287 / -0.287 hartree. As for the multiplicity: 2. As for the electronic energy: -3880.0404 hartree. The expectation value of S² is 0.76. For the energy above the lowest of the compared OMol25 structures with the same formula, charge and spin, the calculation gives 14.4 kcal per mole.

Each line ends with the Löwdin spin population.
Atoms and positions in Å:
1 Cu 0.53356 -2.19490 -0.46606  0.000
2 C -0.80934 2.76989 3.45412  0.001
3 C -1.07773 1.79669 2.57513  0.000
4 C -0.30408 1.49661 1.32305  0.000
5 C 1.08089 0.91727 1.62971  0.000
6 C 2.20715 1.90289 1.87001  0.000
7 C 2.15573 3.21809 2.08686  0.000
8 C 0.95815 4.10070 2.01751  0.000
9 C 0.00514 4.01763 3.23785  0.000
10 C 0.78834 -2.84298 1.32497  0.000
11 H -1.25826 2.72333 4.45552  0.001
12 H -1.89799 1.09920 2.79051  0.000
13 H -0.25880 2.35524 0.64512  0.000
14 H -0.88301 0.72598 0.79170  0.000
15 H 0.99104 0.22988 2.49670  0.000
16 H 1.37938 0.30681 0.75796  0.000
17 H 3.18000 1.39733 1.85901  0.000
18 H 3.09058 3.72387 2.33388  0.000
19 H 0.39632 3.95376 1.08432  0.000
20 H 1.34697 5.13784 1.99670  0.000
21 H 0.56246 4.19056 4.17361  0.000
22 H -0.66779 4.88688 3.14046  0.000
23 H 0.21284 -2.13252 1.95578  0.000
24 H 1.87299 -2.86816 1.55193  0.000
25 H 0.34256 -3.85245 1.30135  0.000
26 P 1.66866 -1.30729 -1.93905  0.000
27 P -1.97958 -0.58477 -1.82323  0.000
28 N 2.94430 -0.14214 -2.17846  0.000
29 N 2.32875 -2.54201 -3.02391  0.000
30 N -2.13067 1.10166 -2.41764  0.000
31 N -3.53458 -1.02069 -2.67435  0.000
32 C 0.48238 -0.54805 -3.08282  0.000
33 C -0.90115 -1.19514 -3.15834  0.000
34 C 4.05238 0.03954 -1.34028  0.000
35 C 4.96930 0.85602 -1.99304  0.000
36 C 4.41870 1.19397 -3.26769  0.000
37 C 3.18272 0.57947 -3.35991  0.000
38 C 2.65437 -3.84666 -2.67246  0.000
39 C 3.13990 -4.49058 -3.80395  0.000
40 C 3.11204 -3.55320 -4.87756  0.000
41 C 2.60474 -2.36320 -4.37702  0.000
42 C -2.85606 2.06766 -1.69630  0.000
43 C -2.65700 3.31173 -2.28747  0.000
44 C -1.78390 3.12281 -3.40525  0.000
45 C -1.51351 1.75800 -3.48922  0.000
46 C -4.11124 -0.45063 -3.81830  0.000
47 C -5.12767 -1.27847 -4.28711  0.000
48 C -5.15359 -2.43452 -3.43203  0.000
49 C -4.15913 -2.26003 -2.47635  0.000
50 H 0.86796 -0.51308 -4.11147  0.000
51 H 0.40320 0.47928 -2.69949  0.000
52 H -1.32391 -0.97342 -4.14462  0.000
53 H -0.87465 -2.28773 -3.03380  0.000
54 H 4.05364 -0.44012 -0.37107  0.000
55 H 5.92792 1.16113 -1.61066  0.000
56 H 4.87378 1.80103 -4.04099  0.000
57 H 2.46136 0.61230 -4.17066  0.000
58 H 2.50620 -4.16574 -1.64857  0.000
59 H 3.48458 -5.50818 -3.84106  0.000
60 H 3.43318 -3.69964 -5.89171  0.000
61 H 2.41814 -1.41538 -4.86142  0.000
62 H -3.48913 1.77127 -0.87685  0.000
63 H -3.10042 4.23714 -1.97242  0.000
64 H -1.38263 3.88015 -4.05641  0.000
65 H -0.90027 1.21908 -4.19540  0.000
66 H -3.76243 0.49907 -4.19179  0.000
67 H -5.76173 -1.07527 -5.14126  0.000
68 H -5.82298 -3.28107 -3.52614  0.000
69 H -3.83632 -2.89620 -1.66698  0.000
70 C 0.88961 0.91980 6.24530  0.049
71 C -0.24974 0.00426 6.04316  0.283
72 C -1.41354 -0.06273 6.89070  0.142
73 C -2.19716 -1.11311 6.38831  0.132
74 C -1.48121 -1.64264 5.25857  0.286
75 C -1.87067 -2.81970 4.46262  0.050
76 N -0.33302 -0.93566 5.05931  -0.008
77 H 1.43656 0.65130 7.16355  0.017
78 H 0.51849 1.94763 6.36477  0.012
79 H 1.59113 0.88341 5.40272  0.000
80 H -1.57438 0.59283 7.74366  0.003
81 H -3.14682 -1.50216 6.73972  0.003
82 H -1.48509 -3.74387 4.91606  0.020
83 H -2.96146 -2.90494 4.43010  0.005
84 H -1.49543 -2.75199 3.43827  0.004

=====

Formula: C33H43IN7O3TeY
Source: the OMol25 dataset
Level of theory: ωB97M-V/def2-TZVPD

The value obtained for the highest occupied orbital energy is -0.206 hartree. As for the electronic energy: -2496.3353 hartree. For the energy above the lowest of the compared OMol25 structures with the same formula, charge and spin, the calculation gives 79.5 kcal per mole.

Each line ends with the Löwdin charge.
Atoms and positions in Å:
1 Y 0.11740 1.05789 0.60602  1.327
2 C -2.46827 -0.02013 4.84607  -0.040
3 C -1.29329 -0.83424 4.37747  -0.269
4 N -0.93758 -1.85973 5.18740  0.077
5 C 0.07539 -2.59032 4.81101  -0.162
6 C 0.83288 -2.34821 3.66118  -0.151
7 C 1.76305 -3.42280 3.21589  -0.261
8 O 1.31676 -4.08475 2.04822  -0.091
9 C 0.50022 -1.20785 2.85731  -0.116
10 C 1.29089 -0.72365 1.69752  -0.295
11 N 1.86105 0.62714 1.88754  -0.178
12 C 3.10822 0.77985 2.35579  -0.433
13 C 3.87414 -0.21630 2.93558  -0.035
14 C 5.19741 -0.06723 3.26396  -0.093
15 C 5.86139 1.16194 3.09352  -0.110
16 C 5.09297 2.22556 2.61850  -0.179
17 C 3.76897 1.99388 2.26986  -0.674
18 I 2.60164 3.58657 1.74910  1.066
19 C -0.65078 -0.51037 3.19735  -0.348
20 O -1.13357 0.37559 2.34764  -0.262
21 H -3.06369 -0.68627 5.47269  0.070
22 H -3.07930 0.42782 4.08236  0.052
23 H -2.08120 0.79336 5.46348  0.077
24 H 0.29413 -3.45645 5.50455  0.119
25 H 1.82931 -4.19928 3.95889  0.100
26 H 2.80441 -3.13400 2.96710  0.110
27 H 0.41594 -4.46445 2.29315  0.123
28 H 2.10590 -1.44024 1.57826  0.055
29 H 3.43396 -1.17428 3.18090  0.086
30 H 5.70785 -0.87887 3.66917  0.079
31 H 6.91525 1.26793 3.30767  0.087
32 H 5.40781 3.23920 2.62002  0.066
33 N -0.75759 3.00536 2.21961  -0.060
34 C -1.56755 4.04524 1.57542  -0.260
35 C -2.63963 3.32491 0.77806  -0.201
36 N -2.09329 2.27214 -0.13440  -0.101
37 C -1.98145 2.81082 -1.50429  -0.221
38 C -0.81017 3.74016 -1.67375  -0.222
39 N 0.39411 2.96468 -1.30288  -0.021
40 H -0.10460 3.37624 2.88473  0.020
41 H -1.26713 2.24039 2.68640  0.061
42 H -2.05454 4.79780 2.26856  0.128
43 H -0.90987 4.67081 0.94440  0.088
44 H -3.21569 2.77425 1.53990  0.124
45 H -3.36336 4.03622 0.33692  0.123
46 H -2.79574 1.55180 -0.09923  0.084
47 H -1.81464 1.95471 -2.16228  0.079
48 H -2.95798 3.28698 -1.83462  0.139
49 H -0.72561 4.17813 -2.67741  0.119
50 H -0.89922 4.58984 -0.96333  0.101
51 H 0.67910 2.38651 -2.05354  0.040
52 H 1.22852 3.50923 -1.02677  0.044
53 C 3.86483 1.89705 -1.50601  -0.076
54 N 3.86990 0.44953 -1.34184  0.044
55 C 2.69101 -0.19028 -1.18737  -0.555
56 N 2.68800 -1.52689 -0.87143  0.191
57 O 1.61278 0.43164 -1.41327  -0.111
58 H 3.43090 2.16088 -2.47368  0.086
59 H 4.90366 2.27322 -1.53949  0.098
60 H 3.38948 2.36683 -0.64783  -0.010
61 H 4.63733 0.13365 -0.81579  0.121
62 H 3.57045 -1.89748 -0.63817  0.089
63 H 1.98068 -1.78780 -0.19724  0.066
64 Te -2.78460 -1.35885 -1.53173  1.710
65 C -2.81103 -3.18705 -2.59810  -0.438
66 C -3.95865 -3.93945 -2.70793  -0.142
67 C -3.93198 -5.21906 -3.26693  -0.072
68 C -2.76005 -5.67074 -3.85844  -0.069
69 C -1.62535 -4.87027 -3.83603  -0.078
70 C -1.62899 -3.63754 -3.21885  -0.106
71 C -2.47770 -0.16730 -3.22615  -0.484
72 C -1.19229 0.02891 -3.63942  -0.142
73 C -0.98742 0.61834 -4.90481  -0.042
74 C -2.08679 1.06165 -5.65592  -0.076
75 C -3.37500 0.84276 -5.22814  -0.078
76 C -3.57178 0.27981 -3.98485  -0.117
77 H -4.85625 -3.63471 -2.19297  0.092
78 H -4.79656 -5.84066 -3.25021  0.098
79 H -2.73270 -6.65183 -4.32720  0.110
80 H -0.71983 -5.15137 -4.29840  0.096
81 H -0.72729 -3.04620 -3.14166  0.099
82 H -0.42940 -0.24220 -2.92199  0.072
83 H 0.01036 0.77706 -5.29399  0.105
84 H -1.90450 1.60456 -6.57229  0.105
85 H -4.22786 1.10135 -5.81681  0.104
86 H -4.51403 0.06980 -3.56973  0.078
87 C -1.03079 -0.95501 -0.55290  -0.522
88 H -0.21303 -1.41259 -1.10019  -0.053
89 H -1.11846 -1.44329 0.40111  -0.057

=====

Formula: C33H43N6PbSbSi3
Source: the OMol25 dataset
Level of theory: ωB97M-V/def2-TZVPD

The value obtained for the highest occupied orbital energy (spin up / spin down) is -0.456 / -0.460 hartree. The total charge is +2. As for the electronic energy: -2912.8391 hartree. For the energy above the lowest of the compared OMol25 structures with the same formula, charge and spin, the calculation gives 44.4 kcal per mole.

Each line ends with the Löwdin charge.
Atoms and positions in Å:
1 Pb 0.62049 0.04195 0.08648  1.381
2 C -3.01816 -1.20180 -2.89827  -0.233
3 Sb -2.58276 -2.11010 -0.97800  1.597
4 C -0.50323 -2.26816 -0.90063  -0.488
5 C -0.06371 -2.90607 0.32173  -0.502
6 C -0.49708 -4.17007 0.74347  -0.020
7 C 0.08346 -4.74196 1.85749  -0.004
8 C 1.06529 -4.03846 2.54846  -0.006
9 C 1.38514 -2.77053 2.11259  -0.106
10 N 0.83976 -2.22053 1.03684  -0.037
11 Si 0.65919 -2.65513 -2.40420  0.508
12 C 0.09728 -4.34572 -3.07698  -0.143
13 C 2.41137 -2.78756 -1.68243  -0.153
14 C 0.54786 -1.19752 -3.62426  -0.157
15 C -3.33292 -0.78985 0.68971  -0.483
16 C -2.42924 -0.81033 1.85743  -0.400
17 C -2.95997 -1.14008 3.11243  -0.030
18 C -2.20827 -1.06564 4.26371  0.007
19 C -0.90420 -0.60674 4.16849  -0.011
20 C -0.43449 -0.28004 2.91720  -0.172
21 N -1.14359 -0.39490 1.78648  0.005
22 Si -5.06334 -1.68935 0.99207  0.487
23 C -5.95459 -2.05329 -0.65369  -0.180
24 C -4.70439 -3.45609 1.64591  -0.166
25 C -6.23629 -0.66693 2.08954  -0.145
26 Si -3.54821 1.09049 0.11264  0.559
27 C -2.03840 1.67546 -0.90397  -0.189
28 C -5.08699 1.29493 -0.97727  -0.155
29 C -3.70002 2.10115 1.71355  -0.130
30 H -2.58326 -1.84125 -3.65936  0.011
31 H -2.62727 -0.19455 -2.97423  0.013
32 H -4.09367 -1.19122 -3.03047  0.011
33 H -1.25278 -4.69648 0.17365  0.108
34 H -0.20744 -5.72940 2.17904  0.129
35 H 1.56789 -4.45413 3.40547  0.122
36 H 2.11710 -2.17032 2.62960  0.097
37 H 0.30277 -5.13179 -2.35434  0.038
38 H 0.65427 -4.58075 -3.97885  0.046
39 H -0.96183 -4.37718 -3.32061  0.029
40 H 2.47971 -3.57778 -0.94141  0.040
41 H 2.73847 -1.86626 -1.21001  0.002
42 H 3.12271 -3.02047 -2.46703  0.050
43 H -0.40337 -1.14038 -4.14127  0.019
44 H 1.31229 -1.31335 -4.38646  0.046
45 H 0.72434 -0.23736 -3.14242  0.015
46 H -3.98927 -1.42511 3.19346  0.069
47 H -2.63772 -1.33828 5.21277  0.130
48 H -0.27434 -0.49320 5.03313  0.122
49 H 0.56368 0.11471 2.81495  0.071
50 H -5.46719 -2.85644 -1.20588  0.016
51 H -6.06096 -1.19810 -1.30885  0.013
52 H -6.95849 -2.39780 -0.42268  0.054
53 H -4.19928 -4.05073 0.88426  0.010
54 H -5.64593 -3.95390 1.85813  0.047
55 H -4.10789 -3.50807 2.54988  0.024
56 H -6.64536 0.18054 1.55008  0.031
57 H -5.79410 -0.28354 3.00260  0.029
58 H -7.07726 -1.29002 2.37762  0.047
59 H -1.49678 0.85535 -1.37405  -0.054
60 H -1.35512 2.22819 -0.26796  -0.010
61 H -2.34931 2.35688 -1.68938  0.058
62 H -5.01292 0.77243 -1.92363  0.019
63 H -5.22130 2.34699 -1.20724  0.053
64 H -5.99090 0.96818 -0.47836  0.019
65 H -2.85385 1.96454 2.37992  0.033
66 H -4.59942 1.85987 2.27095  0.033
67 H -3.74697 3.16147 1.48323  0.032
68 N 2.77728 -0.12126 0.98539  0.089
69 C 3.70954 -0.41644 1.59861  -0.095
70 C 4.80657 -0.85146 2.33868  -0.222
71 C 6.03060 -1.10433 1.70215  0.001
72 C 7.08296 -1.61163 2.43840  -0.037
73 C 6.92639 -1.86795 3.79579  -0.025
74 C 5.72087 -1.59433 4.43298  -0.044
75 C 4.65868 -1.08266 3.71604  -0.021
76 H 6.13368 -0.89602 0.64802  0.127
77 H 8.02974 -1.80131 1.95672  0.122
78 H 7.74596 -2.28110 4.36212  0.122
79 H 5.60824 -1.77345 5.49188  0.119
80 H 3.71816 -0.85516 4.19769  0.118
81 N 0.75354 2.02736 1.25445  0.007
82 C 0.59389 3.18165 1.11861  -0.183
83 C 0.35415 4.50762 1.01777  -0.258
84 C -0.88461 4.96034 1.49799  -0.212
85 N -1.92783 5.24707 1.88019  0.173
86 C 1.29099 5.37949 0.44164  -0.211
87 N 2.04945 6.06264 -0.08123  0.175

=====

Q: Among the records above, which one has the highest electronic energy?
A: C33H43IN7O3TeY

=====

Q: What is the electronic energy in the second record?
A: -2496.3353 hartree

=====

Q: Which of these has the highest electronic energy?
A: C33H43IN7O3TeY